Entry 1:
The following is a DFT calculation (wB97M-V/def2-TZVPD) of 19 unconnected molecules or ions with the total composition H38O19 in a non-equilibrium geometry.

Results
LUMO level = -0.05 eV
Orbital gap = 11.057 eV
ΔE to the lowest compared entry with this formula, charge and spin = 16.92 kcal per mole
HOMO level = -11.1068 eV

```
57
Properties=species:S:1:pos:R:3:forces:R:3
O 0.03277 0.08356 0.19314 0.39 -0.05 0.12
H 0.14119 -0.86977 0.39799 -0.40 0.17 0.06
H 0.77867 0.21170 -0.42011 -0.21 0.10 -0.51
O -2.65794 -0.36055 2.11779 -0.22 0.56 -0.04
H -1.74564 -0.56181 2.34136 -0.06 -0.25 0.06
H -3.02222 -1.12724 1.65515 0.17 -0.09 -0.03
O 1.78351 -0.11897 -2.02572 -0.32 -0.57 0.46
H 1.32011 0.28542 -2.77975 0.00 0.43 -0.18
H 2.69068 0.20544 -1.97929 0.20 0.14 -0.12
O 0.43499 -2.53492 0.82569 0.59 -0.72 -1.06
H 0.78247 -2.96370 -0.01889 -0.61 0.78 1.43
H 1.14856 -2.48032 1.48304 -0.05 -0.26 -0.36
O 4.29274 0.63108 -1.29688 0.59 0.34 -0.45
H 5.07258 1.09376 -1.65674 -0.56 -0.33 0.36
H 4.47520 0.45754 -0.37147 0.21 0.05 0.22
O 1.51657 -1.86167 -4.93783 1.13 0.63 -0.41
H 2.45215 -1.79124 -4.65979 -0.73 0.04 -0.32
H 1.12981 -2.39134 -4.25168 -0.52 -0.65 0.68
O -3.19484 1.37964 0.11690 0.00 0.25 -0.74
H -2.47644 1.63056 -0.50046 -0.47 -0.48 0.68
H -2.82115 0.85590 0.85557 0.22 -0.10 -0.10
O -3.95075 -1.77836 -0.21485 -0.19 0.44 0.41
H -4.13829 -0.83996 -0.41645 0.28 -0.56 -0.08
H -3.47384 -2.14448 -0.96439 0.00 0.25 -0.22
O 0.67210 1.57371 3.83720 -0.13 1.26 -0.14
H 0.27896 1.61402 4.72439 0.17 -0.08 -0.42
H 0.70260 2.51477 3.52475 -0.05 -1.33 0.44
O 4.91280 0.50202 2.95170 -0.29 -0.49 0.40
H 3.95840 0.31201 2.83089 0.43 0.08 -0.01
H 5.17290 -0.10611 3.66688 -0.06 0.41 -0.47
O -2.01031 -0.85002 -2.51010 -0.35 -1.41 -1.73
H -1.90381 -0.40390 -1.69244 0.34 1.23 0.98
H -2.05139 -0.25839 -3.27812 0.11 0.11 0.87
O -1.69791 -2.93449 2.94283 0.19 -0.05 -0.12
H -1.39966 -2.95578 2.02109 -0.05 -0.24 0.11
H -2.54483 -3.39627 2.97987 0.21 0.09 -0.08
O -1.08620 3.20861 -3.12933 0.28 -0.77 0.67
H -0.87391 2.94348 -2.19274 -0.08 0.35 -0.74
H -1.57369 4.02375 -3.02727 -0.15 0.27 -0.12
O 1.20094 -2.32171 4.59242 0.23 -0.18 0.41
H 1.62322 -1.57527 4.18399 0.63 0.59 -0.17
H 0.49507 -2.49668 3.98275 -0.97 -0.47 -0.27
O -0.69306 2.86826 -0.44299 -0.26 0.05 0.02
H -0.22730 2.20629 0.07944 -0.06 -0.27 0.00
H -1.51563 3.05655 0.04783 0.47 0.42 0.21
O 0.30633 -2.63065 -2.27885 0.15 -0.17 -0.22
H 0.84183 -1.82784 -2.36080 0.25 0.24 0.39
H -0.56764 -2.32025 -2.55317 -0.22 0.07 0.20
O 2.28792 -0.31131 2.30732 -0.61 0.18 1.17
H 1.51305 0.20175 2.64013 0.63 -0.14 -0.26
H 2.17874 -0.34872 1.36672 -0.23 0.09 -0.82
O -2.76470 3.95364 1.17731 -0.39 0.40 0.66
H -3.45988 3.28082 1.26400 0.24 0.06 -0.14
H -2.90814 4.59887 1.89588 0.13 -0.50 -0.59
O 0.45888 0.95567 -4.10403 -0.97 0.66 -0.21
H 0.36616 0.26510 -4.78025 -0.08 0.36 0.12
H -0.26275 1.64779 -4.15963 1.07 -0.96 0.00
```
Positions in Å, forces in eV/Å.

These are the Löwdin partial charges, in e, on atoms 1 to 6:
1. O -0.08
2. H -0.01
3. H 0.01
4. O -0.05
5. H 0.04
6. H 0.02

=====

Entry 2:
The following is a DFT calculation (wB97M-V/def2-TZVPD) of 2 unconnected molecules or ions with the total composition CH5BrP2 in a non-equilibrium geometry.

Results
LUMO level (alpha / beta) = -0.96 / -0.68 eV
Orbital gap (alpha / beta) = 7.786 / 7.733 eV
ΔE to the lowest compared entry with this formula, charge and spin = 82.35 kcal per mole
HOMO level (alpha / beta) = -8.7505 / -8.4084 eV

```
9
Properties=species:S:1:pos:R:3:forces:R:3
C -1.39325 0.92328 -0.18173 1.31 1.26 -1.23
P 1.53057 -1.60253 -0.06829 -0.34 0.52 -0.35
P 1.28451 0.39974 0.81493 -2.28 0.26 1.44
Br -2.53303 -0.53373 0.05195 0.22 -0.51 -0.45
H -1.86757 1.71039 0.40084 0.78 0.20 -0.02
H -0.99132 1.26727 -1.22078 -1.03 -1.19 1.90
H 0.83204 -0.98795 -1.16687 0.29 -0.66 -0.04
H 2.80770 -1.22663 -0.57945 -0.20 -0.08 -0.05
H 0.33034 0.05015 1.94939 1.25 0.21 -1.20
```
Positions in Å, forces in eV/Å.

These are the Löwdin partial charges, in e, on atoms 1 to 6:
1. C -0.70
2. P 0.34
3. P 0.36
4. Br 0.55
5. H -0.04
6. H 0.03

=====

Entry 3:
The following is a DFT calculation (wB97M-V/def2-TZVPD) of 9 unconnected molecules or ions with the total composition C26H33F7O23 in a non-equilibrium geometry.

Results
LUMO level (alpha / beta) = -2.70 / -8.76 eV
Total charge = +1
Orbital gap (alpha / beta) = 9.670 / 3.604 eV
Expectation value of S² = 0.754
Spin multiplicity = 2
HOMO level (alpha / beta) = -12.3648 / -12.3648 eV

```
89
Properties=species:S:1:pos:R:3:forces:R:3
C -2.90941 -2.40706 0.01553 -0.15 -2.03 0.06
C -3.95727 -1.37302 -0.09052 -0.19 -0.64 0.65
O -4.50265 -1.49000 -1.41705 -0.03 0.51 1.77
C -3.72702 -2.32295 -2.09809 0.76 -0.79 -1.61
O -3.91254 -2.61733 -3.25449 0.53 0.37 1.11
O -2.67996 -2.76442 -1.34942 0.26 0.27 -0.85
F -3.28524 -0.22012 0.06479 -0.56 1.61 -0.39
H -3.26681 -3.32695 0.47833 -0.07 0.11 0.30
H -2.06616 -2.03658 0.59843 0.25 -0.03 -0.64
H -4.68167 -1.55383 0.70362 -0.56 0.85 -0.41
C -2.99589 2.51524 2.01942 1.10 -1.27 -2.41
C -3.27927 3.55650 3.04485 -0.18 -0.24 0.24
O -3.65809 2.78225 4.15940 0.98 -0.05 0.28
C -3.73918 1.47925 3.80766 -1.21 -2.79 3.38
O -4.06408 0.58692 4.59229 0.85 2.31 -2.04
O -3.40036 1.27676 2.55136 -0.57 -0.38 0.33
F -4.36828 4.27866 2.77281 -0.86 0.97 -0.81
H -1.94545 2.33154 1.79375 0.30 0.79 0.11
H -3.48999 2.57373 1.04961 -0.19 0.79 0.17
H -2.43768 4.23851 3.16598 -0.07 -0.08 0.67
C 1.91562 2.79469 1.31281 0.18 0.57 0.99
C 2.55429 3.83686 2.21387 -0.48 -1.04 -0.69
O 1.47288 4.77577 2.28512 2.97 0.92 2.68
C 0.67237 4.67800 1.26101 -4.27 1.71 -0.60
O -0.30321 5.41182 1.05637 2.99 -1.95 0.31
O 0.94459 3.56590 0.62603 -0.33 -1.65 -2.19
F 3.68559 4.34359 1.67493 0.11 0.91 -0.28
H 1.45293 2.13747 2.04907 -0.42 -0.44 -0.59
H 2.59648 2.26534 0.64625 -0.20 0.22 -0.05
H 2.87178 3.36634 3.14441 -0.60 0.77 0.48
C 5.75474 0.56940 3.46421 0.38 -0.70 -0.10
C 5.29485 -0.37477 4.52715 2.36 -1.47 1.33
O 4.11618 -0.93471 4.09703 -0.58 0.42 -1.26
C 3.61367 -0.02342 3.19945 -4.44 -1.71 1.42
O 2.42923 -0.04910 2.85680 2.87 -0.01 0.09
O 4.47176 0.89140 2.96400 0.50 3.00 -2.06
F 5.06668 0.32324 5.66213 -0.29 0.44 0.55
H 6.31608 0.12027 2.64490 0.09 -0.25 0.18
H 6.35117 1.38496 3.87316 -0.67 0.32 -0.10
H 6.00692 -1.16378 4.76904 -0.08 -0.07 -0.02
C -0.12884 -2.26315 3.67861 -1.24 -0.87 -0.36
C -1.52247 -1.66647 4.01668 0.95 -1.58 0.83
O -1.89086 -2.50321 5.13561 -1.73 3.41 -0.43
C -1.17805 -3.59994 5.21141 -0.77 -2.33 3.02
O -1.37902 -4.47072 6.04744 0.59 1.63 -2.12
O -0.23923 -3.55939 4.31792 2.62 -0.37 -1.77
F -2.42966 -1.95696 3.02165 0.35 0.32 -0.02
H 0.78049 -1.75372 3.99748 -0.39 0.18 0.35
H -0.07448 -2.42095 2.60146 0.10 -0.03 0.05
H -1.50746 -0.59469 4.21456 -0.54 -0.31 0.34
C 4.47190 -0.90853 -0.56164 -0.26 -0.18 0.40
C 4.53434 -1.43554 -1.96384 2.81 -1.88 0.56
O 4.10275 -0.40370 -2.74083 0.11 0.28 -0.65
C 3.43878 0.46268 -1.94738 -2.82 2.01 -0.99
O 2.84334 1.43477 -2.36069 1.37 -1.82 1.01
O 3.38949 -0.02441 -0.69366 -0.76 1.36 0.47
F 3.81853 -2.58339 -2.18237 -0.84 0.23 0.07
H 5.33940 -0.28904 -0.33406 0.36 -0.36 0.00
H 4.28708 -1.64196 0.22324 -0.07 0.00 -0.23
H 5.56358 -1.73426 -2.16269 0.02 0.30 -0.62
C -3.85250 0.69971 -4.57232 1.19 0.91 0.99
C -3.36373 1.72234 -3.52637 -0.06 0.14 -1.05
O -2.98853 2.85426 -4.33394 2.04 -0.19 2.71
C -3.62582 2.82673 -5.44921 -2.44 1.80 -3.56
O -3.74085 3.74122 -6.25575 0.55 -2.78 2.02
O -4.30968 1.62787 -5.53486 -0.93 -0.29 -1.05
F -2.31319 1.32843 -2.76108 -0.28 0.12 -0.20
H -4.52233 0.00919 -4.05986 -0.88 0.35 -0.73
H -3.08965 0.07820 -5.04123 0.45 0.07 0.19
H -4.21841 2.08458 -2.95505 0.30 -0.29 0.69
C 0.92345 -1.55857 -4.37719 -0.17 0.85 0.72
C 0.73989 -2.51494 -5.52981 0.83 0.92 -1.12
C -0.04081 -3.68621 -4.93843 1.71 2.23 -0.29
O -0.72506 -2.99685 -3.81913 -1.09 -0.74 -0.32
C -0.44485 -1.59159 -3.77830 0.15 -0.86 0.69
H 1.19065 -0.51792 -4.56098 0.16 -0.16 -0.53
H 1.61893 -1.94101 -3.63010 0.21 -0.11 -0.08
H 1.75608 -2.64290 -5.90277 -0.26 -1.05 -0.28
H 0.16730 -2.07388 -6.34572 -0.03 0.23 0.02
H 0.72752 -4.37901 -4.59521 -0.54 -0.45 0.96
H -0.69888 -4.18155 -5.65236 -0.66 -0.04 0.68
H -0.65963 -1.18732 -2.78908 0.13 -0.54 0.34
H -1.15191 -1.03875 -4.39680 -0.56 -0.27 -0.70
C 0.02267 0.38682 -0.21735 1.65 -0.21 -0.91
O 0.26215 0.06139 1.12776 -1.71 -0.25 0.40
H 0.85920 0.98271 -0.58234 -0.39 0.68 -0.17
H 0.10096 -0.47544 -0.87952 -0.04 -0.85 0.06
H -0.94330 0.80756 -0.49663 0.02 0.40 0.97
H 1.18313 0.06117 1.39870 0.27 0.11 -0.37
```
Positions in Å, forces in eV/Å.

These are the Löwdin partial charges, in e, on atoms 1 to 6:
1. C -0.06
2. C -0.28
3. O 0.16
4. C -0.56
5. O 0.14
6. O 0.06

=====

Entry 4:
The following is a DFT calculation (wB97M-V/def2-TZVPD) of 3 unconnected molecules or ions with the total composition C6H14O2 in a non-equilibrium geometry.

Results
LUMO level = 0.48 eV
Orbital gap = 9.611 eV
ΔE to the lowest compared entry with this formula, charge and spin = 62.93 kcal per mole
HOMO level = -9.1337 eV
SMILES string = C=CC(=C)CC.O.O

```
22
Properties=species:S:1:pos:R:3:forces:R:3
C -0.47168 -0.42080 -2.54577 -0.79 -0.31 0.65
C -0.62809 0.80884 -1.66186 0.45 0.45 -2.12
C -0.95765 0.65216 -0.25017 -0.01 2.30 1.78
C -1.20212 -0.43831 0.46720 0.45 -1.37 -1.06
C -0.14592 2.40743 1.27875 -0.14 -0.18 0.20
C -1.06616 2.05810 0.39860 -0.86 -2.13 -0.08
H -1.40880 -0.95726 -2.67026 -0.67 0.59 -0.85
H -0.03963 -1.24660 -1.97889 1.38 0.36 -0.21
H 0.02084 -0.11386 -3.48322 -0.21 -0.82 0.40
H -1.36588 1.53669 -2.04336 -0.63 -0.67 -0.14
H 0.20132 1.47846 -1.93827 0.60 -0.35 1.16
H -1.70288 -0.52361 1.41945 0.38 0.63 0.28
H -0.92140 -1.42241 0.05428 -0.48 0.43 -0.02
H -0.20220 3.29667 1.90046 0.17 -0.02 -0.27
H 0.64350 1.66954 1.42512 0.13 0.49 0.21
H -2.00921 2.54869 0.17185 0.32 0.57 0.06
H 3.37557 -0.46641 1.46819 -0.66 0.08 -0.59
H 2.02435 -0.68461 0.71297 -0.13 -0.21 0.27
O 2.84333 -0.18532 0.69893 0.69 0.11 0.36
H 0.73469 -3.32881 2.90093 -0.32 0.35 0.36
H 1.40355 -3.69745 1.65473 -0.09 0.40 -0.37
O 0.87446 -2.97114 2.02035 0.45 -0.71 -0.04
```
Positions in Å, forces in eV/Å.

These are the Löwdin partial charges, in e, on atoms 1 to 6:
1. C -0.10
2. C -0.26
3. C -0.35
4. C 0.05
5. C 0.01
6. C -0.14